Record 1
Here is a molecular structure, C60H44CaCl5N2O4P2 at a distorted geometry from the OMol25 dataset. Energies are from the ωB97M-V functional and the def2-TZVPD basis.

total charge	-1
energy relative to the best compared isomer or geometry (same formula, charge and spin)	100.4	kJ/mol
spin multiplicity	1
LUMO	0.0771	hartree
calculated total energy	-173737.81784	eV

Last column: Mulliken charge in e.
Geometry (Å):
Cl  -1.38669  3.91901  -2.87760  -0.352
C  -1.07547  4.73871  -1.37835  0.661
C  1.83852  2.99476  -1.89871  -0.532
C  1.42641  -2.94064  -0.16011  -0.826
H  -3.47928  -3.28288  -5.13516  0.369
H  -1.02433  -3.17400  -4.83904  0.408
Cl  -0.41360  6.95039  2.44785  -0.228
P  1.91669  1.24544  0.18811  2.156
H  4.14420  -5.31009  -1.84135  0.399
C  3.84827  -3.69004  -0.41082  1.526
Cl  -0.59202  3.87383  2.43772  -0.198
H  0.51074  0.52224  -3.78479  0.017
H  -2.84166  0.58122  7.34755  0.394
C  4.66701  0.54097  -0.24752  -0.517
H  -0.86045  -1.44312  2.58508  0.029
C  4.61249  -4.38125  0.73198  -1.816
H  1.02492  2.33818  -2.18919  -0.337
H  -4.77347  -4.41241  2.17745  0.428
C  2.79661  2.89972  3.88685  -1.040
H  2.42819  3.67955  1.93833  0.603
H  4.27054  -4.00055  1.69515  0.373
C  2.51269  2.74270  -0.70252  1.013
H  3.78796  -3.74304  -2.57907  0.365
C  -1.68088  -2.96466  -4.00369  -0.691
H  -0.56657  0.70974  6.36839  0.423
C  -3.45578  0.55842  -5.08946  -0.392
C  -3.91775  -3.75440  2.27234  -1.036
C  -0.67784  6.10024  0.96291  -0.270
H  6.72016  -0.02049  -0.49288  0.408
C  -1.14965  -2.62205  -2.77423  -0.597
C  0.54015  -5.55427  -0.21570  -1.647
C  2.31868  1.53191  1.95654  1.378
H  0.74520  0.94537  -5.49967  0.331
C  -1.72519  -2.09150  2.49952  -0.797
C  -0.37139  -4.51519  -0.14622  -0.205
N  -2.96721  1.11598  -0.04061  0.197
H  1.63073  4.24382  -3.62318  0.455
C  3.23129  4.89324  -2.34334  -0.911
C  -1.28002  0.87624  4.35637  0.344
C  -3.66303  0.89039  4.07345  -0.251
H  -1.43188  -4.72731  -0.12268  0.501
C  0.07434  1.03002  -4.64297  -0.420
C  -4.80579  0.74558  -3.13765  -0.581
C  2.18758  4.06077  -2.71286  -0.257
H  -5.61166  0.56667  -5.11193  0.377
H  -3.62428  -3.63384  0.16285  0.479
C  -0.83810  3.95618  -0.25117  -1.422
C  -2.71346  0.68760  6.27689  -0.481
C  4.11915  -2.19653  -0.36064  0.601
C  -3.82304  0.76648  5.44414  -0.758
H  -0.05855  2.08598  -4.40432  0.169
H  -0.07411  -2.55929  -2.65357  0.117
C  5.69824  -0.36916  -0.41377  -1.665
C  -2.30658  0.62169  -4.33062  -0.097
C  -3.35556  -2.36807  -1.87752  -0.243
O  -1.14367  0.43372  -5.05507  -0.538
O  -0.97186  0.87489  1.59903  0.829
H  4.72479  5.30997  -0.85971  0.437
H  -4.87588  0.57286  -0.53337  0.205
Ca  -0.91006  1.54296  -0.36095  1.721
O  1.78344  -1.61882  -0.10693  0.405
C  2.36177  -3.96686  -0.26736  0.730
H  2.15686  -0.57317  2.35540  0.026
C  -2.16747  0.97258  2.03653  -0.179
C  -0.69029  4.70630  0.91809  0.700
C  4.32597  -4.23702  -1.76910  -1.768
C  -3.89009  -2.72942  -3.10736  -1.030
C  2.51626  2.78259  2.53145  -0.697
C  -2.37177  -2.53686  3.64102  -0.295
C  -3.87865  0.84618  -0.89385  -1.718
C  -3.66377  0.82876  -2.33198  0.889
C  -2.38748  0.92377  3.51548  -0.047
H  3.04009  1.86836  5.75310  0.389
C  3.91270  4.65778  -1.15771  -1.081
H  2.60878  -0.35953  4.76355  0.440
C  -4.71798  0.62399  -4.50352  -0.772
H  4.89405  1.59452  -0.21212  0.452
C  2.84065  1.77441  4.69275  -0.704
C  -3.05744  -3.02886  -4.17066  -0.723
C  -0.88124  6.82064  -0.20831  0.554
C  -1.44027  0.75352  5.72825  -0.996
C  2.35183  0.40587  2.78084  -0.620
H  4.44774  -5.45918  0.71021  0.406
H  6.23807  -2.42153  -0.58333  0.379
C  2.60181  0.52434  4.13723  -0.739
H  3.51161  5.72635  -2.97553  0.388
H  4.09771  3.44770  0.58363  0.551
H  -4.02212  -2.09702  -1.06994  0.654
H  -3.34445  0.41904  -6.15824  0.411
Cl  -1.41032  7.01300  -2.85025  -0.231
H  2.59644  -6.09436  -0.36415  0.394
C  0.05406  -3.19586  -0.12024  0.316
H  5.39391  -4.05970  -1.90501  0.393
H  -4.51380  0.95284  3.40952  0.488
C  -1.97826  -2.33477  -1.68597  0.302
P  -1.14904  -1.76418  -0.14668  1.971
N  -3.26145  1.04149  1.30379  -0.890
C  1.89266  -5.27481  -0.28465  -0.370
H  -0.29175  0.93370  3.91684  0.182
C  -1.10746  6.13122  -1.39256  -0.296
H  -3.99620  -3.71385  4.41343  0.373
C  3.35469  0.11140  -0.13388  0.370
C  3.09606  -1.26466  -0.20798  -0.932
H  5.68486  -4.19974  0.65011  0.389
H  0.19641  -6.58089  -0.23483  0.391
H  -5.77654  0.76852  -2.65237  0.375
C  3.55812  3.59427  -0.34188  -0.388
Cl  -0.86856  8.54570  -0.18729  -0.236
H  -4.82065  0.73268  5.86577  0.411
O  -1.27627  0.77027  -2.18811  0.197
C  -3.27154  -3.30208  1.12966  -0.566
C  -3.47773  -3.36564  3.52825  -0.828
H  2.96012  3.88307  4.31007  0.432
H  -2.02185  -2.21473  4.61463  0.378
C  -2.17596  -2.44807  1.22789  1.177
C  5.42110  -1.72082  -0.46247  -0.109
H  -4.96410  -2.74937  -3.24144  0.369
C  -2.35208  0.76429  -2.90828  0.325

Forces on atoms 1 to 3 (eV/Å):
-0.106 -0.152 -0.427
0.168 0.100 0.534
0.079 -0.098 0.169

=====

Record 2
Here is 2 unconnected molecules or ions with the total composition C3H7N3 at a distorted geometry from the OMol25 dataset. Energies are from the ωB97M-V functional and the def2-TZVPD basis.

total charge	0
energy relative to the best compared isomer or geometry (same formula, charge and spin)	384.6	kJ/mol
spin multiplicity	1
LUMO	0.0233	hartree
calculated total energy	-7690.69316	eV

Last column: Mulliken charge in e.
Geometry (Å):
N  4.71668  -0.00986  -0.56169  -0.378
C  3.87912  0.02714  0.24279  0.073
H  -0.24237  -1.92014  0.79256  0.458
C  -0.51454  1.13980  -0.24309  -0.942
H  -1.58251  1.30098  0.12023  0.320
N  0.21799  0.13018  0.52286  0.702
H  -0.28872  1.08241  -1.36247  0.313
H  -1.42539  -1.17832  0.03945  0.334
N  1.16138  0.39031  1.22777  -0.960
H  -0.10077  2.04399  -0.07425  0.393
C  -0.37232  -1.19544  0.12722  -1.002
H  3.07566  0.08479  1.00049  0.335
H  0.00546  -1.59913  -0.75571  0.352

Forces on atoms 1 to 3 (eV/Å):
-1.436 0.016 1.324
0.914 0.066 -0.676
1.255 -2.686 3.429

=====

Record 3
Here is a molecular structure, C3H6ClHfO at a distorted geometry from the OMol25 dataset. Energies are from the ωB97M-V functional and the def2-TZVPD basis.

total charge	+3
energy relative to the best compared isomer or geometry (same formula, charge and spin)	337.0	kJ/mol
spin multiplicity	1
LUMO	-0.6657	hartree
calculated total energy	-19038.76029	eV

Last column: Mulliken charge in e.
Geometry (Å):
H  -29.40564  -5.25859  -14.40866  0.325
H  -26.51814  -4.82432  -15.70055  0.360
Hf  -31.79664  0.70146  -15.73707  1.762
H  -29.70193  -6.95747  -14.09008  0.396
H  -29.76525  -6.45531  -15.77030  0.371
H  -26.69729  -6.11144  -16.97410  0.377
C  -27.91673  -6.57430  -15.38017  0.809
C  -29.27805  -6.26210  -14.81459  -0.844
C  -27.17518  -5.56001  -16.16438  -0.761
O  -27.30123  -7.65358  -15.15448  0.001
H  -27.97838  -4.98979  -16.63108  0.317
Cl  -30.59635  -1.70817  -13.41262  -0.112

Forces on atoms 1 to 3 (eV/Å):
0.613 0.260 -0.520
0.195 -0.564 0.750
0.390 -0.805 1.131

=====

Record 4
Here is a molecular structure, C19H13ClIN3O3PdS2 from the OMol25 dataset. Energies are from the ωB97M-V functional and the def2-TZVPD basis.

total charge	0
energy relative to the best compared isomer or geometry (same formula, charge and spin)	123.9	kJ/mol
spin multiplicity	1
LUMO (spin up / spin down)	-0.0256 / -0.0256	hartree
calculated total energy	-76300.34893	eV

Last column: Mulliken charge in e.
Geometry (Å):
H  -1.84570  -0.48574  2.61809  0.519
C  3.11509  -0.28171  4.34167  0.377
H  5.10967  -0.04121  3.67712  0.394
C  2.88033  4.61074  -0.91832  -0.542
H  2.17171  5.58682  0.87444  0.306
N  -1.41914  2.61459  -0.20401  -0.607
C  -3.65305  1.75806  -0.03630  0.386
H  -1.45616  -0.59260  5.09708  0.397
S  0.25478  4.89080  -0.39218  -0.080
C  1.43277  -0.31146  2.61755  -0.036
H  -6.06045  4.14115  -0.00179  0.417
H  -2.58934  3.93372  -0.20325  0.657
O  -1.76346  0.33132  -0.14521  -0.809
C  -6.41996  2.02380  0.14450  -0.255
H  3.91978  4.79711  -0.65053  0.384
C  0.66629  -0.48497  4.88947  -0.609
Cl  3.57382  -0.35564  6.01748  -0.260
N  -0.07058  2.25014  -0.29029  -0.393
Pd  0.14991  0.13651  0.06471  0.377
H  1.95215  6.54731  -0.60405  0.366
C  4.07176  -0.11932  3.38384  -0.497
N  0.14091  -0.36907  2.17823  -0.380
C  1.74712  -0.37315  3.98323  0.564
O  2.05488  -0.10808  0.32804  -0.753
C  -5.63130  3.14826  0.02582  -0.717
C  0.76173  3.21404  -0.36537  0.219
H  -4.00536  -0.33812  0.09868  0.387
C  1.93252  5.54110  -0.18726  -0.561
C  -2.19160  1.56308  -0.13206  1.343
H  -6.46765  -0.12829  0.27297  0.410
S  2.48683  2.91912  -0.41928  -0.027
C  2.42490  -0.14259  1.59518  0.966
C  -4.24313  3.03384  -0.06158  0.381
C  3.73251  -0.03716  2.01550  -0.239
H  2.76367  4.70412  -1.99741  0.306
C  -4.47708  0.63484  0.08601  -0.542
C  -5.84794  0.75280  0.17810  -0.851
C  -0.61568  -0.51684  4.42170  -0.713
C  -0.84450  -0.45753  3.03204  -0.482
H  0.87085  -0.53512  5.95049  0.411
H  -7.49543  2.13441  0.20938  0.374
O  -3.54148  4.17522  -0.16359  -0.676
I  5.23549  0.24729  0.61477  0.088

Forces on atoms 1 to 3 (eV/Å):
0.010 -0.013 -0.003
-0.055 -0.032 0.027
-0.007 0.001 -0.005

=====

Record 5
Here is a molecular structure, C16H17N2O2Rh from the OMol25 dataset. Energies are from the ωB97M-V functional and the def2-TZVPD basis.

total charge	0
energy relative to the best compared isomer or geometry (same formula, charge and spin)	0.0	kJ/mol
spin multiplicity	1
LUMO	-0.0041	hartree
calculated total energy	-26950.86865	eV

Last column: Mulliken charge in e.
Geometry (Å):
O  2.92960  -1.87723  -0.15583  -0.640
C  -0.58651  2.09236  -1.03256  -0.666
H  -0.65604  -2.00924  -2.94362  0.315
H  1.60144  -2.78842  -2.74585  0.286
C  -2.34111  0.81139  -1.76522  -0.614
C  -0.39860  1.85376  3.42834  -0.906
H  2.86656  1.86442  2.53356  0.463
H  2.05212  0.11215  0.99975  0.263
N  -0.84994  -2.07822  -1.94848  -0.323
H  -0.33094  -4.13139  -1.88216  0.386
H  0.06180  2.67505  -0.39849  0.454
C  0.01264  0.23308  1.67266  0.894
C  1.36356  0.59898  1.68194  0.058
N  1.78558  4.08874  5.00186  -0.522
C  -1.81859  1.50033  -0.64370  -0.389
H  -0.22530  -3.28282  -0.35129  0.394
C  2.02215  -1.71208  -0.94837  0.721
C  1.82134  1.58371  2.53566  -1.116
H  -1.89000  0.56684  2.60762  0.464
C  -0.84930  0.86552  2.56890  -0.357
H  -1.07824  2.33304  4.12099  0.453
C  -0.48966  -0.80905  0.72919  -1.435
C  0.94198  2.22430  3.40977  0.589
H  -3.26861  0.25950  -1.78228  0.516
H  -1.83629  -2.29503  -1.86068  0.267
H  0.41644  2.19935  -3.04028  0.450
H  -1.50885  -1.10366  0.99433  0.466
C  1.41319  3.26050  4.29688  0.015
C  -0.42560  1.87646  -2.44943  -0.248
C  -0.02677  -3.19275  -1.41426  -0.633
H  -2.23547  1.50515  0.34691  0.570
H  0.14678  -1.68768  0.79516  0.560
Rh  -0.47388  -0.10339  -1.22123  0.402
O  1.54226  -0.55258  -1.28966  -0.693
H  -1.65266  0.75468  -3.91008  0.465
C  -1.49783  1.11085  -2.90371  -0.576
C  1.44499  -2.93763  -1.67262  -0.660
H  2.01778  -3.80899  -1.36371  0.326

Forces on atoms 1 to 3 (eV/Å):
0.079 0.072 0.087
0.066 -0.166 0.036
-0.056 0.009 -0.009

=====

Record 6
Here is a molecular structure, C18H47BrN3O3PS2 from the OMol25 dataset. Energies are from the ωB97M-V functional and the def2-TZVPD basis.

total charge	0
energy relative to the best compared isomer or geometry (same formula, charge and spin)	0.0	kJ/mol
spin multiplicity	1
LUMO	-0.0435	hartree
calculated total energy	-131040.56281	eV

Last column: Mulliken charge in e.
Geometry (Å):
H  1.56484  -0.66176  -4.71715  0.326
H  1.96060  -3.18998  -4.82115  0.295
H  0.63928  -4.27765  -4.42093  0.440
C  2.87218  -1.25696  -3.07154  -0.755
H  2.85363  4.38331  -4.85749  0.421
H  0.25031  -3.19869  -2.27721  0.447
Br  1.38921  1.72573  1.89317  0.150
H  -4.48422  -4.58663  2.21297  0.365
H  -3.09072  -6.22115  4.39059  0.246
H  0.93429  0.80827  -1.75257  -0.275
O  -0.36917  1.99880  2.30486  -0.378
C  2.36217  -0.24162  -4.10218  -0.716
H  2.23470  -0.88815  -0.53416  0.357
C  1.37455  -1.24087  -1.11099  -0.931
P  -3.14326  1.68428  1.62839  0.429
H  0.86942  -1.97690  -0.47763  0.411
H  -0.39349  -0.32872  -2.02531  0.378
N  -3.97896  -3.43805  3.85915  0.114
C  -3.18062  -5.82249  3.38142  -0.937
H  -3.23754  -5.07060  6.21363  0.224
H  3.17640  0.04103  -4.77248  0.393
H  -3.32286  -3.64994  7.24651  0.403
S  -0.84796  3.53416  1.85940  0.838
H  0.16218  5.21853  -2.79588  0.362
H  -2.20153  -5.44689  3.08015  0.252
H  -2.13368  -3.71703  5.95102  0.278
C  0.42069  -0.06480  -1.34863  0.131
C  0.86260  -2.66797  -3.01132  -0.327
H  -0.36431  5.99108  -1.30735  0.415
H  -5.17553  -3.70694  5.51953  0.373
H  2.11840  6.00068  -1.45574  0.261
H  -1.90968  -1.97212  1.59385  0.300
H  1.98321  0.66788  -3.64030  -0.048
H  3.15833  3.64465  0.34863  0.234
H  -2.47753  0.67067  0.93382  -0.005
C  -3.15611  -3.98423  6.22091  -0.984
H  -0.37526  4.22461  -1.43628  0.255
C  -4.17888  -3.31922  5.29187  -0.688
C  -4.25927  -4.73682  3.27205  -0.709
C  0.17052  5.12981  -1.70917  -1.456
H  0.17678  -1.99638  -3.55325  0.268
C  3.48079  3.63838  -0.69664  -0.465
O  -2.26250  2.98716  1.19571  -0.294
C  -2.76177  -2.59508  1.87452  -1.261
C  3.03435  4.63605  -3.81133  -1.397
H  2.60574  5.62378  -3.63534  0.285
H  5.38685  4.41360  -0.04445  0.432
H  -3.67652  -2.09982  1.54365  0.284
H  -2.66533  -3.53797  1.33430  0.345
H  1.53011  5.12481  -0.05393  0.501
H  -5.18747  -5.09854  3.72094  0.361
H  4.35257  5.64037  -0.76828  0.269
N  2.28928  3.86827  -1.48924  0.740
H  1.38996  3.36430  -3.28641  0.532
H  2.94711  2.63743  -3.00130  0.313
C  4.66641  4.59849  -0.84310  -1.214
H  3.46959  -2.00491  -3.59820  0.373
H  -2.73604  -1.79409  3.84772  0.404
H  -4.20933  -2.24977  5.52011  0.365
H  -3.42941  -6.65388  2.71925  0.374
H  -4.26309  1.93690  0.83643  0.066
C  1.44093  -3.67448  -3.99386  -1.455
H  2.14334  -4.33944  -3.49018  0.333
H  -1.85188  -3.30217  3.68499  0.211
H  5.18727  4.46610  -1.79066  0.240
S  -3.55144  1.35537  3.46423  -0.309
O  -1.13701  4.27210  3.04995  -0.529
C  1.58279  5.08902  -1.14631  -0.471
C  -2.77643  -2.78239  3.38346  -0.325
N  1.88475  -1.95583  -2.26625  0.163
H  3.82202  2.61893  -0.90439  0.297
H  -0.02585  0.23834  -0.39907  -0.157
H  3.56058  -0.76452  -2.37980  0.334
H  4.11179  4.70758  -3.67104  0.252
C  2.39411  3.57499  -2.90868  -0.756

Forces on atoms 1 to 3 (eV/Å):
0.015 -0.017 -0.019
0.005 0.010 -0.001
-0.002 -0.006 -0.005